17
Properties=species:S:1:pos:R:3:forces:R:3 method="wB97M-V/def2-TZVPD" relative_energy_ev=0.8445 smiles="C1=CCOCCC1" homo_lumo_gap_ha=0.374 energy_ev=-8430.396 e_homo_ev=-9.1
C 0.812307 -0.849972 -1.090795 0.0973 -0.0831 -0.0122
C 0.210857 -1.715760 -0.279676 0.0249 0.0978 -0.1440
C -0.640512 -1.270046 0.885016 0.1743 -0.1624 0.0839
O -1.608464 -0.343100 0.427171 -0.0204 0.0543 0.2782
C -1.195996 1.016422 0.390306 -0.0002 0.3634 0.0197
C 0.307718 1.268908 0.324932 0.0012 -0.0838 0.0275
C 1.004681 0.633750 -0.880463 0.0178 -0.0111 -0.0621
H 1.247517 -1.222107 -2.015475 0.1714 -0.0725 0.1620
H 0.219942 -2.780461 -0.511699 -0.0103 0.2210 -0.0729
H -0.019950 -0.860016 1.696229 -0.2552 -0.0890 -0.0962
H -1.183385 -2.122055 1.305238 -0.0068 0.1547 -0.1165
H -1.599102 1.532175 1.274771 0.0358 -0.0338 -0.0879
H -1.674696 1.460933 -0.493927 0.0537 -0.1261 0.1602
H 0.791335 0.946208 1.254169 -0.0657 0.0682 -0.1568
H 0.450262 2.357454 0.276872 -0.0558 -0.1911 0.0382
H 0.725771 1.182590 -1.791220 -0.0303 -0.1755 0.0845
H 2.088542 0.785077 -0.770187 -0.1320 0.0691 -0.1056

***

37
Properties=species:S:1:pos:R:3:forces:R:3 method="wB97M-V/def2-TZVPD" relative_energy_ev=1.5266 smiles="C=N[N+](C)(C)C(c1cc(F)cc(F)c1)c1cc(F)cc(F)c1" homo_lumo_gap_ha=0.302 energy_ev=-30674.068 e_homo_ev=-12.6 charge=+1
C 1.737537 -0.201422 2.051067 -0.7865 -0.3327 0.5224
N 0.727903 0.567713 2.093709 0.7362 0.9511 -1.1192
N -0.501850 0.232305 1.406841 -0.2684 -0.6457 2.6302
C -0.840115 -1.170427 1.980867 0.0161 0.1320 -0.0308
C -1.606823 1.094259 1.916515 -0.0274 0.9288 0.8221
C -0.226245 0.691837 -0.062640 -0.4725 0.4785 -1.1750
C 0.167891 2.223709 -0.223597 0.3176 0.3075 0.0788
C -0.125392 3.037910 -1.356581 0.1523 0.2182 0.0261
C 0.404485 4.345585 -1.435711 -0.4147 -0.4448 -0.8995
F 0.070405 5.109295 -2.536102 0.3640 -1.0451 1.3847
C 1.292849 4.871285 -0.516629 -0.1042 0.4875 -0.0397
C 1.582742 4.057548 0.552733 0.7208 -0.3056 0.8579
F 2.525456 4.472672 1.481702 -1.3749 -0.4672 -1.1335
C 1.021458 2.792036 0.727029 0.8056 0.4879 0.4011
C -1.486278 0.277645 -0.845840 -0.5168 -0.5880 -0.2371
C -1.794092 -1.078085 -0.738534 0.0880 -0.5647 -0.7988
C -2.653789 -1.693750 -1.643087 -0.1123 -1.1125 0.8429
F -2.905633 -3.038614 -1.472719 0.3004 1.5296 -0.2526
C -3.234192 -1.022233 -2.692595 -0.1520 0.2583 0.0011
C -3.022692 0.348296 -2.708637 0.0116 0.5160 -0.6244
F -3.457759 1.043200 -3.820501 0.1644 -0.6282 1.8469
C -2.311372 1.034279 -1.706160 0.1908 0.0806 -0.6199
H 2.684859 0.310499 2.054800 0.4236 0.0720 0.9673
H 1.737942 -1.288833 2.094551 -0.0631 -0.1219 -0.9233
H -1.912698 -1.368983 2.061317 0.3041 0.2347 -0.4179
H -0.332714 -1.905788 1.398208 0.2560 -0.6170 -0.1074
H -0.410189 -1.162659 2.990310 -0.3021 0.1372 -0.2994
H -2.582576 0.748790 1.570850 0.3521 -0.2687 -0.0047
H -1.544524 1.096133 3.014289 -0.1554 -0.0085 -0.4306
H -1.449998 2.098440 1.533833 0.0106 0.0699 0.2312
H 0.695981 0.115810 -0.353981 -1.1948 0.2303 0.0145
H -0.711749 2.732938 -2.222630 0.3290 -0.0176 0.4245
H 1.716362 5.871514 -0.621297 -0.1151 -0.3640 -0.0226
H 1.300854 2.221933 1.618813 -0.0867 0.9691 -0.7350
H -1.332921 -1.674228 0.030872 -0.0948 -0.2392 -0.8811
H -3.870765 -1.518961 -3.414709 0.1926 0.0573 -0.0487
H -2.442057 2.115409 -1.661899 0.5058 -0.3749 -0.2505

***

15
Properties=species:S:1:pos:R:3:forces:R:3 method="wB97M-V/def2-TZVPD" relative_energy_ev=4.4922 homo_lumo_gap_ha="0.295 / 0.289" energy_ev=-8290.504 e_homo_ev="-8.9 / -8.1"
C 0.733586 -2.186635 -1.413011 0.0669 -0.0890 -0.0179
N -0.133288 -1.231420 -0.763978 -0.0368 -0.1329 -0.1689
C 0.401523 -0.239144 -0.166295 0.0119 0.7765 0.3230
C -0.384202 0.837598 0.403099 1.6309 -0.5853 -1.2456
C 0.268309 1.911389 1.225747 -0.1024 0.1566 -0.2003
C -1.799317 0.716201 0.263032 -0.1170 -0.0479 2.0205
N -2.811588 0.393946 -0.321097 -0.3049 0.0238 -0.7955
H 0.462605 -2.236192 -2.472658 0.0324 -0.0079 0.1128
H 0.555799 -3.183578 -0.995281 -0.0028 0.1304 -0.0455
H 1.806810 -1.954033 -1.332863 -0.1349 0.0227 0.0317
H 1.494357 -0.120395 -0.084586 -0.1024 -0.1009 0.0327
H -0.449334 2.672470 1.542543 0.0547 -0.1399 -0.0230
H 1.024025 2.417088 0.611690 -0.0862 -0.0617 0.1009
H 0.785553 1.529647 2.114351 -0.1267 -0.0482 -0.1281
H -1.910257 0.696368 1.406111 -0.7828 0.1037 0.0033

***

28
Properties=species:S:1:pos:R:3:forces:R:3 method="wB97M-V/def2-TZVPD" relative_energy_ev=2.6080 homo_lumo_gap_ha=0.321 energy_ev=-20903.067 e_homo_ev=-13.2 charge=+1
C 3.666039 0.072271 1.573593 0.2730 -0.7939 -2.4022
C -2.947536 -0.547522 -1.897299 -0.4017 -0.4747 -1.6382
C 0.718970 0.141558 -0.744695 1.6252 0.6834 -1.6464
C 1.864582 -0.751581 2.798540 1.3594 3.2135 1.4638
C -0.637602 3.028110 -0.377529 -1.8068 -2.9163 -4.2934
C -1.781088 -1.502427 -1.447845 -2.5789 -1.9543 -0.4005
C -1.163456 -1.241946 -0.053840 0.9240 -0.3397 -0.0486
C -0.620096 0.125063 -0.233208 0.5691 -0.5602 0.9924
N 2.400857 -0.169639 1.618743 3.2854 0.1310 -0.2229
S -1.570862 1.457758 0.158241 1.2261 0.5061 -0.0152
H 4.043080 0.320807 0.555360 -0.4692 0.5541 0.6065
H 4.602640 -0.135328 2.180229 -1.9036 0.0415 0.5871
H -3.459972 -1.071142 -2.850173 1.3613 1.4225 1.9644
H -2.423827 0.447999 -2.208018 -1.6687 -1.6123 0.3715
H -3.837586 -0.428873 -1.179261 1.7080 0.1113 -0.7281
H 1.492348 0.086971 0.173909 -1.1478 -0.1666 -0.7881
H 0.971860 -0.733773 -1.489841 -0.6201 1.6376 1.6414
H 0.891072 1.135878 -1.225880 0.3340 -0.8974 0.1381
H 1.447837 -1.653142 2.638843 -1.6839 -3.0275 -0.8260
H 1.146450 -0.017803 3.117324 -0.7406 -0.0942 0.6831
H 2.621637 -0.864867 3.566470 0.1320 -0.0185 0.3247
H 0.203612 3.269622 0.198902 0.7698 0.5538 0.7582
H -1.459601 3.671333 -0.598909 -0.4746 1.1988 1.3027
H -0.464491 2.879114 -1.541353 0.7002 -0.1905 2.3632
H -2.224326 -2.511976 -1.179224 0.2432 0.8809 -1.0511
H -1.157252 -1.650345 -2.360472 0.2091 0.2051 1.2147
H -1.998014 -1.295982 0.664379 0.5079 -0.0791 -0.1370
H -0.325273 -2.060136 0.143015 -1.7320 1.9856 -0.2140

***

15
Properties=species:S:1:pos:R:3:forces:R:3 method="wB97M-V/def2-TZVPD" relative_energy_ev=1.3763 smiles=Cc1c[nH]cn1.O homo_lumo_gap_ha=0.330 energy_ev=-9305.017 e_homo_ev=-8.4
C 1.986966 1.740608 0.891812 0.9587 -0.2488 -0.0338
C 1.207605 0.741731 0.102643 -1.8254 0.8945 0.9602
C 0.068305 1.070645 -0.635322 1.5938 -0.3620 -0.1462
N -0.402618 -0.132145 -1.063894 0.5178 -1.0172 0.3412
C 0.366145 -1.126009 -0.501921 -1.2510 1.3174 -0.1766
N 1.260456 -0.604868 0.299989 1.0579 -0.8774 -0.9235
H 2.069472 1.490072 1.954199 -0.8048 0.1514 0.0008
H 1.537807 2.710906 0.687794 0.1986 0.1518 0.4643
H 3.060319 1.787896 0.663829 -0.2282 -0.0037 -0.6548
H -0.272608 2.015326 -1.018095 -0.1708 0.0274 0.1040
H -1.230156 -0.372977 -1.553019 -0.5857 0.2937 -0.5535
H 0.073510 -2.122820 -0.788559 0.4911 -0.3718 0.6387
O -2.990073 -2.730629 0.181194 -0.9097 0.3559 -0.2081
H -2.815220 -1.971390 0.724703 1.1791 0.5022 0.7416
H -3.919911 -2.496345 0.054648 -0.2214 -0.8133 -0.5545

***

88
Properties=species:S:1:pos:R:3:forces:R:3 method="wB97M-V/def2-TZVPD" s2=2.039 relative_energy_ev=1.9902 spin_multiplicity=3 homo_lumo_gap_ha="0.238 / 0.235" energy_ev=-70871.273 e_homo_ev="-6.4 / -7.7"
Re 0.372567 -0.235606 -0.108121 0.2585 -0.0532 0.4270
C -0.771487 3.683905 1.303105 -0.0092 -0.0133 -0.0006
C 0.175894 2.718207 0.955022 0.0038 0.0304 -0.0254
N -0.430923 1.584038 0.633880 0.0169 -0.0109 0.0089
N -1.757094 1.769293 0.799238 -0.0579 -0.0210 -0.0617
C -1.984391 3.042315 1.180121 0.0048 0.0183 0.0100
B -2.739298 0.625422 0.413016 0.0916 0.0515 -0.0502
N -2.620939 0.294991 -1.077734 -0.1662 -0.0632 0.0301
C -3.072874 1.095527 -2.198347 0.0470 0.0308 0.0533
C -2.726731 0.201444 -3.352294 0.0100 -0.0098 0.0540
C -1.834378 -0.678869 -2.869012 -0.0639 -0.0920 -0.0763
N -1.694531 -0.583704 -1.496696 0.1434 0.1367 0.0395
N -2.343761 -0.666183 1.192269 0.0824 0.0479 0.0846
C -3.083446 -1.444239 1.999012 -0.0413 -0.0582 -0.0338
C -2.305589 -2.505175 2.419928 0.0052 -0.0175 -0.0417
C -1.072692 -2.305709 1.796790 -0.0348 -0.0290 0.0231
N -1.111022 -1.196321 1.066723 0.0007 -0.0126 -0.0533
N -4.150692 1.027433 0.800904 -0.0242 -0.0115 -0.0026
C -4.576759 1.417647 2.029025 -0.0033 0.0171 0.0057
C -5.936739 1.581631 1.973013 -0.0053 0.0040 -0.0229
C -6.263702 1.261481 0.641016 -0.0059 -0.0059 0.0188
N -5.194341 0.922006 -0.054931 0.0168 0.0047 -0.0145
H -0.597229 4.704191 1.593230 -0.0021 0.0069 0.0070
H 1.249734 2.786672 0.900609 0.0059 -0.0101 -0.0004
H -2.986055 3.404310 1.333551 -0.0054 0.0026 -0.0087
H -4.082242 1.474760 -2.081460 -0.0023 -0.0095 -0.0366
H -3.006053 0.378116 -4.376326 -0.0235 -0.0055 -0.0050
H -1.248244 -1.394463 -3.423071 0.0524 -0.0284 0.0533
H -4.111423 -1.204543 2.210902 -0.0083 0.0298 -0.0035
H -2.590196 -3.304566 3.080292 -0.0064 -0.0026 0.0033
H -0.165912 -2.887126 1.844729 0.0153 0.0109 -0.0024
H -3.883648 1.544802 2.845098 0.0063 -0.0051 0.0048
H -6.595001 1.892205 2.764944 0.0005 -0.0001 0.0117
H -7.231116 1.271355 0.164663 -0.0105 -0.0060 -0.0058
N 1.136409 3.087408 -2.123282 -0.0419 0.0779 0.1324
C 1.921904 1.933583 -2.087946 0.0055 0.0345 0.0113
N 3.133995 1.969603 -2.594906 -0.0016 -0.0333 0.0021
N 3.627450 0.731848 -2.402416 0.0054 0.0110 -0.0448
N 2.759921 -0.012350 -1.834020 -0.0168 0.0299 0.0437
N 1.631168 0.715514 -1.582600 0.0057 -0.0678 -0.0411
C -0.219016 3.016443 -2.289152 -0.0173 -0.0073 -0.0848
N -1.063255 4.015828 -2.644837 -0.0415 -0.0153 0.0566
N -2.263318 3.478398 -2.628156 0.0093 0.0430 0.0869
N -2.105338 2.236431 -2.257151 0.0071 -0.0281 -0.1836
N -0.846828 1.893974 -2.071983 0.0223 0.0091 0.0768
H 1.606908 3.889573 -2.510895 0.0274 -0.0274 -0.0498
C -7.234949 -1.609324 -2.730379 -0.0072 -0.0197 0.0065
C -5.929026 -2.342482 -2.592532 0.0024 0.0055 -0.0137
C -5.258612 -2.391108 -1.374678 -0.0079 -0.0137 0.0508
C -4.065749 -3.077832 -1.244721 0.0001 0.0500 -0.0192
C -3.504905 -3.728668 -2.339023 0.0790 0.1526 -0.0658
N -2.225720 -4.294076 -2.148246 0.0162 -0.1736 0.1233
C -1.431115 -4.913942 -3.067584 0.0457 0.0878 0.0151
O -1.795601 -5.320711 -4.148651 0.0051 -0.0299 -0.0599
N -0.103644 -5.094170 -2.656204 -0.0062 -0.0450 0.0638
C 0.718496 -4.253907 -1.890082 -0.0206 0.0682 -0.0247
C 2.005589 -4.675487 -1.562138 -0.0247 0.0100 -0.0295
C 2.819397 -3.831606 -0.836173 -0.0075 -0.0106 0.0373
C 2.353809 -2.590132 -0.439221 0.0733 0.0020 0.0262
N 1.124511 -2.173284 -0.753403 0.0195 0.0331 -0.0649
C 0.335571 -2.986514 -1.467939 -0.0399 -0.0980 0.0611
C -4.161813 -3.702612 -3.563388 -0.0092 -0.0101 -0.0158
C -5.360617 -3.011262 -3.670147 0.0124 0.0107 -0.0032
H -7.317986 -0.816594 -1.987562 0.0165 0.0217 0.0158
H -8.078725 -2.288282 -2.588252 -0.0119 0.0101 -0.0016
H -7.335476 -1.163164 -3.719844 -0.0031 0.0013 -0.0062
H -5.661537 -1.862613 -0.518670 0.0001 0.0081 -0.0129
H -3.542639 -3.075767 -0.294214 0.0222 -0.0049 0.0379
H -1.874329 -4.243050 -1.205856 0.0302 0.0334 -0.0015
H 0.379645 -5.729861 -3.271513 -0.0056 0.0212 -0.0389
H 2.358116 -5.646968 -1.885869 -0.0070 -0.0164 0.0207
H 3.824504 -4.125590 -0.570446 0.0057 -0.0050 0.0002
H 2.972122 -1.912708 0.127828 -0.0151 0.0240 -0.0542
H -0.639809 -2.597700 -1.689558 -0.0860 0.0199 -0.0253
H -3.735185 -4.203416 -4.417450 -0.0059 -0.0139 0.0028
H -5.859770 -2.986133 -4.632088 -0.0077 -0.0078 -0.0036
N 1.554908 -0.176903 1.194826 -0.2403 -0.0396 -0.3720
C 2.533356 -0.268211 2.121860 -0.0891 -0.0237 -0.0413
C 3.828947 0.196510 1.824362 -0.0126 0.0331 -0.0156
C 4.825865 0.106862 2.777610 0.0060 -0.0012 -0.0049
C 4.573177 -0.447641 4.028215 -0.0058 -0.0081 -0.0006
C 3.295109 -0.911776 4.321007 -0.0003 0.0169 -0.0027
C 2.278126 -0.823555 3.388941 -0.0094 -0.0287 0.0017
H 4.019949 0.615104 0.843605 0.0209 -0.0029 0.0001
H 5.817243 0.470369 2.538314 0.0044 0.0000 -0.0010
H 5.361147 -0.515917 4.765599 0.0041 0.0019 0.0017
H 3.086228 -1.339604 5.293609 0.0008 -0.0050 0.0025
H 1.276412 -1.165394 3.617330 0.0037 -0.0061 0.0158

***

Repeat the second record exactly.
37
Properties=species:S:1:pos:R:3:forces:R:3 method="wB97M-V/def2-TZVPD" relative_energy_ev=1.5266 smiles="C=N[N+](C)(C)C(c1cc(F)cc(F)c1)c1cc(F)cc(F)c1" homo_lumo_gap_ha=0.302 energy_ev=-30674.068 e_homo_ev=-12.6 charge=+1
C 1.737537 -0.201422 2.051067 -0.7865 -0.3327 0.5224
N 0.727903 0.567713 2.093709 0.7362 0.9511 -1.1192
N -0.501850 0.232305 1.406841 -0.2684 -0.6457 2.6302
C -0.840115 -1.170427 1.980867 0.0161 0.1320 -0.0308
C -1.606823 1.094259 1.916515 -0.0274 0.9288 0.8221
C -0.226245 0.691837 -0.062640 -0.4725 0.4785 -1.1750
C 0.167891 2.223709 -0.223597 0.3176 0.3075 0.0788
C -0.125392 3.037910 -1.356581 0.1523 0.2182 0.0261
C 0.404485 4.345585 -1.435711 -0.4147 -0.4448 -0.8995
F 0.070405 5.109295 -2.536102 0.3640 -1.0451 1.3847
C 1.292849 4.871285 -0.516629 -0.1042 0.4875 -0.0397
C 1.582742 4.057548 0.552733 0.7208 -0.3056 0.8579
F 2.525456 4.472672 1.481702 -1.3749 -0.4672 -1.1335
C 1.021458 2.792036 0.727029 0.8056 0.4879 0.4011
C -1.486278 0.277645 -0.845840 -0.5168 -0.5880 -0.2371
C -1.794092 -1.078085 -0.738534 0.0880 -0.5647 -0.7988
C -2.653789 -1.693750 -1.643087 -0.1123 -1.1125 0.8429
F -2.905633 -3.038614 -1.472719 0.3004 1.5296 -0.2526
C -3.234192 -1.022233 -2.692595 -0.1520 0.2583 0.0011
C -3.022692 0.348296 -2.708637 0.0116 0.5160 -0.6244
F -3.457759 1.043200 -3.820501 0.1644 -0.6282 1.8469
C -2.311372 1.034279 -1.706160 0.1908 0.0806 -0.6199
H 2.684859 0.310499 2.054800 0.4236 0.0720 0.9673
H 1.737942 -1.288833 2.094551 -0.0631 -0.1219 -0.9233
H -1.912698 -1.368983 2.061317 0.3041 0.2347 -0.4179
H -0.332714 -1.905788 1.398208 0.2560 -0.6170 -0.1074
H -0.410189 -1.162659 2.990310 -0.3021 0.1372 -0.2994
H -2.582576 0.748790 1.570850 0.3521 -0.2687 -0.0047
H -1.544524 1.096133 3.014289 -0.1554 -0.0085 -0.4306
H -1.449998 2.098440 1.533833 0.0106 0.0699 0.2312
H 0.695981 0.115810 -0.353981 -1.1948 0.2303 0.0145
H -0.711749 2.732938 -2.222630 0.3290 -0.0176 0.4245
H 1.716362 5.871514 -0.621297 -0.1151 -0.3640 -0.0226
H 1.300854 2.221933 1.618813 -0.0867 0.9691 -0.7350
H -1.332921 -1.674228 0.030872 -0.0948 -0.2392 -0.8811
H -3.870765 -1.518961 -3.414709 0.1926 0.0573 -0.0487
H -2.442057 2.115409 -1.661899 0.5058 -0.3749 -0.2505